No. 1
70
Properties=species:S:1:pos:R:3:forces:R:3:lowdin_charge:R:1 method="wB97M-V/def2-TZVPD" homo_lumo_gap_ha="0.258 / 0.258" charge=+2 multiplicity=1 e_lumo_ev="-7.11 / -7.11" e_above_lowest_kj_mol=43.4
Ir 0.124 -0.419 0.330 0.875 -0.124 -0.939 0.4652
C -1.105 2.684 1.130 0.165 -0.012 -0.162 -0.2128
P -1.054 0.956 1.624 -0.571 0.003 0.332 0.6546
C -0.658 0.984 3.385 0.111 0.119 -0.036 -0.2356
C -2.783 0.374 1.532 -0.039 -0.018 0.034 -0.3532
C -2.797 -1.148 1.410 -0.110 0.052 -0.143 -0.3623
P -1.731 -1.578 -0.007 -0.614 -0.299 0.711 0.6537
C -1.593 -3.378 0.027 0.148 0.032 -0.259 -0.2087
C -2.738 -1.192 -1.449 0.124 0.054 -0.107 -0.2078
H -1.862 3.178 1.742 0.019 0.057 -0.009 0.0755
H -1.361 2.780 0.075 -0.039 -0.016 0.014 0.0533
H -0.139 3.160 1.298 -0.008 -0.004 0.031 0.0683
H -1.430 1.566 3.892 0.023 0.051 -0.012 0.0723
H 0.312 1.454 3.549 0.011 -0.033 -0.016 0.0711
H -0.617 -0.022 3.792 -0.071 -0.002 0.034 0.0166
H -3.242 0.837 0.654 -0.028 0.000 0.021 0.0894
H -3.338 0.724 2.404 0.046 0.005 0.020 0.1096
H -3.811 -1.529 1.272 0.030 -0.025 -0.055 0.1096
H -2.378 -1.642 2.291 0.008 0.066 0.034 0.0877
H -2.589 -3.780 0.224 -0.015 -0.012 -0.059 0.0743
H -0.901 -3.680 0.807 -0.032 -0.021 0.058 0.0231
H -1.234 -3.765 -0.927 0.001 0.026 0.004 0.0662
H -3.670 -1.751 -1.349 -0.024 0.001 -0.043 0.0798
H -2.235 -1.494 -2.367 -0.005 -0.039 0.056 0.0447
H -2.954 -0.126 -1.507 -0.059 -0.052 0.043 0.0504
C -1.409 0.728 -6.917 0.031 0.021 -0.007 -0.0970
C -0.356 1.447 -6.079 -0.098 -0.029 0.015 -0.2520
C -0.803 1.753 -4.648 0.081 -0.073 -0.041 -0.1881
C -1.226 0.523 -3.854 0.132 0.111 -0.166 -0.2238
N -0.159 -0.488 -3.777 -0.149 -0.013 0.049 0.0382
C 0.835 -0.520 -2.896 -0.007 0.266 -0.082 -0.6855
S 0.881 0.677 -1.598 0.005 0.017 -0.052 0.6125
N 1.806 -1.397 -3.064 -0.011 -0.091 0.028 0.0457
C 3.086 -1.465 -2.345 0.018 0.112 -0.065 -0.1933
C 4.127 -0.491 -2.883 0.027 -0.078 -0.078 -0.1906
C 4.666 -0.811 -4.280 -0.081 0.038 0.002 -0.2390
C 3.715 -0.485 -5.433 0.026 -0.023 0.018 -0.1023
H -1.080 0.633 -7.950 -0.004 -0.006 0.002 0.0820
H -2.351 1.280 -6.921 -0.005 -0.010 0.007 0.0857
H -1.620 -0.283 -6.558 -0.007 0.004 0.004 0.0625
H -0.101 2.392 -6.559 0.047 -0.009 0.000 0.1167
H 0.570 0.861 -6.060 0.021 0.033 -0.012 0.0913
H -1.655 2.438 -4.666 0.000 0.011 0.005 0.1264
H 0.006 2.256 -4.112 -0.038 0.042 0.022 0.1024
H -2.074 0.031 -4.330 -0.041 0.008 0.052 0.1227
H -1.509 0.794 -2.840 0.041 0.015 -0.055 0.0648
H -0.068 -1.078 -4.595 0.002 -0.016 0.009 0.1562
H 1.759 -1.963 -3.901 -0.006 0.004 0.003 0.1468
H 3.425 -2.496 -2.435 0.035 -0.029 0.000 0.1300
H 2.892 -1.278 -1.295 -0.050 0.001 0.136 0.0632
H 4.956 -0.495 -2.171 -0.022 0.008 0.001 0.1214
H 3.706 0.519 -2.872 0.038 0.021 0.055 0.1045
H 4.958 -1.865 -4.325 0.057 0.020 -0.001 0.1139
H 5.581 -0.236 -4.419 0.004 -0.008 -0.003 0.1142
H 2.914 -1.222 -5.548 -0.012 0.007 0.000 0.0531
H 4.252 -0.473 -6.380 -0.010 -0.011 -0.005 0.0823
H 3.259 0.499 -5.301 -0.001 0.005 -0.005 0.0736
C 5.371 -1.433 3.640 -0.016 0.003 -0.017 -0.0106
C 4.423 -2.011 2.643 -0.042 0.066 0.048 -0.2945
C 4.808 -2.952 1.690 0.030 -0.023 -0.045 0.0175
C 3.858 -3.388 0.790 -0.014 0.008 -0.072 -0.1083
N 2.585 -2.976 0.833 0.071 0.058 -0.070 0.0519
C 2.324 -2.113 1.804 -0.355 0.104 0.010 -0.7425
S 0.591 -1.702 2.084 0.184 -0.275 0.741 0.6329
N 3.152 -1.584 2.685 0.161 -0.092 -0.016 0.1087
H 6.326 -1.953 3.635 0.003 0.004 0.004 0.0869
H 4.933 -1.481 4.636 0.006 -0.009 0.003 0.0946
H 5.542 -0.380 3.412 0.004 -0.002 -0.001 0.0960
H 5.822 -3.325 1.653 -0.003 0.002 0.004 0.1240
H 4.107 -4.101 0.012 0.001 0.001 0.021 0.1197

No. 2
65
Properties=species:S:1:pos:R:3:forces:R:3:lowdin_charge:R:1 method="wB97M-V/def2-TZVPD" homo_lumo_gap_ha=0.287 charge=0 multiplicity=1 e_lumo_ev=0.05 e_above_lowest_kj_mol=2277.7
O 2.364 2.611 -0.385 -0.999 -4.674 -2.932 -0.0475
C 2.056 1.366 -0.727 0.165 3.928 5.159 -0.2665
N 1.748 0.824 -1.901 4.719 10.772 0.094 0.1590
H 1.487 -0.015 -1.991 -2.590 -8.370 -0.551 0.0000
C 2.003 1.738 -3.166 -6.831 0.616 5.760 -0.1357
C 0.643 2.771 -2.996 1.053 -2.816 4.091 -0.1202
C -0.644 2.061 -3.105 0.763 -8.111 0.347 -0.1859
C -0.587 0.912 -4.405 -0.341 5.450 -0.470 -0.1566
C 0.633 0.021 -4.380 -0.636 1.126 -3.638 -0.1857
C 1.863 0.914 -4.323 2.317 -13.699 12.646 -0.1822
H 1.886 1.484 -4.958 1.067 9.706 -13.355 -0.0164
H 2.776 0.124 -4.105 -1.532 1.978 -1.745 0.1944
H 0.755 -0.465 -5.504 -0.618 0.437 3.138 0.1727
H 0.380 -0.645 -3.562 0.915 -0.745 -0.063 0.0995
H -1.479 0.327 -4.519 -0.648 0.055 0.219 0.0639
H -0.616 1.830 -5.212 0.390 -2.803 0.821 0.1468
H -1.511 2.615 -3.237 -1.447 1.243 -0.055 0.0729
H -0.755 1.262 -2.263 -0.269 1.782 -0.652 0.1046
H 0.559 3.243 -3.849 0.702 4.033 -4.037 0.0399
H 0.504 3.325 -1.992 1.400 -0.284 -1.919 0.1416
H 2.802 2.357 -2.958 2.071 0.786 0.026 0.1136
C 1.845 0.420 0.645 -3.489 -4.503 -14.160 -0.2087
N 0.379 0.362 0.857 5.042 2.664 1.526 0.0173
C -0.430 -0.316 0.198 1.113 -8.749 -6.067 -0.2155
O 0.087 -1.447 -0.755 -1.746 6.002 4.185 -0.1890
C -1.879 -0.508 0.463 1.210 8.122 1.325 -0.1920
N -2.401 -1.442 -0.278 -2.432 -5.097 2.069 -0.0302
C -2.593 -2.970 0.269 7.825 9.961 9.844 -0.0750
N -3.082 -3.506 -0.577 -7.642 -9.251 -10.317 0.1160
C -3.557 -2.745 -1.689 1.745 -1.176 2.594 -0.1444
C -4.261 -3.216 -2.766 1.897 6.463 -0.479 0.0128
C -4.418 -2.156 -3.683 -3.454 2.394 -1.013 -0.0846
C -4.207 -0.768 -3.368 3.640 -3.758 3.168 -0.0674
C -3.367 -0.384 -2.286 -2.344 -6.344 -1.365 0.0192
C -3.092 -1.436 -1.382 -1.081 0.451 -3.456 -0.1967
H -3.358 0.501 -1.901 0.754 5.805 1.480 0.0375
H -4.346 -0.122 -4.114 -1.239 2.729 -2.647 0.0473
H -5.209 -2.061 -4.522 1.556 -1.590 0.917 0.1209
H -4.525 -4.136 -2.994 -1.202 -4.303 -0.518 0.0629
H -2.091 -3.144 1.301 -1.017 0.018 -2.027 0.1689
H -1.970 -0.461 1.517 -0.385 -1.472 1.421 0.1035
H -2.387 0.669 0.443 0.800 -2.654 -0.896 0.1991
C 0.123 1.458 1.770 -9.129 -4.640 -2.027 -0.0402
C 0.234 1.026 3.090 -0.746 -2.244 4.125 -0.1945
C 0.755 1.420 4.348 1.262 8.106 -12.802 -0.0860
C 0.421 0.564 5.145 1.639 -3.225 16.569 -0.2368
C -0.204 -0.403 4.642 -5.234 -9.727 -1.364 -0.1263
O -0.426 -0.198 3.268 1.333 0.879 2.774 0.0236
H -0.576 -1.531 5.204 1.105 3.963 -2.281 0.2125
H 0.790 0.729 6.475 -1.432 -1.026 -4.414 0.2366
H 1.173 2.359 4.296 1.267 1.728 1.013 0.1159
H 0.706 2.181 1.598 4.093 6.088 -1.972 0.0657
H -1.061 1.555 1.356 2.723 1.366 1.931 0.1947
C 2.666 0.479 1.661 3.334 -2.698 8.416 -0.2289
C 3.316 1.593 2.063 1.921 -1.713 6.442 0.0107
C 3.891 1.578 3.448 0.832 -4.616 -2.750 0.0094
C 4.150 0.313 4.144 -2.410 5.134 -1.924 -0.0851
C 3.389 -0.731 3.827 -3.429 -4.832 -4.740 -0.1011
C 2.623 -0.813 2.584 3.400 7.259 0.428 0.1158
H 1.934 -1.438 2.144 -1.068 -2.344 -0.066 0.0804
H 3.405 -1.729 4.255 0.256 0.364 0.960 0.1030
H 4.509 0.391 5.097 1.744 -0.031 2.171 0.0730
H 4.631 2.272 3.660 0.683 2.075 0.665 0.0635
H 3.482 2.511 1.675 -0.267 2.332 -2.200 0.0705
H 2.110 -0.581 -0.076 -1.081 1.682 2.580 0.2095

No. 3
14
Properties=species:S:1:pos:R:3:forces:R:3:lowdin_charge:R:1 method="wB97M-V/def2-TZVPD" homo_lumo_gap_ha="0.220 / 0.346" charge=+1 multiplicity=3 e_lumo_ev="-5.69 / -7.04" e_above_lowest_kj_mol=584.9 s2=2.0066
C 1.354 -1.374 -1.246 -0.939 -1.786 0.428 0.0137
C 2.560 -0.251 0.110 3.923 -0.122 2.612 -0.0547
C 0.392 -0.056 0.187 1.754 1.557 2.831 0.1772
C 1.380 -1.163 0.289 -1.078 1.080 -2.974 0.0181
C -3.116 1.279 0.972 -0.917 0.129 0.536 0.1055
N 1.524 0.036 -0.844 -1.037 -1.079 0.239 0.0603
H 2.175 -1.963 -1.593 0.717 0.376 -0.574 0.1299
H 0.408 -1.628 -1.703 -0.129 0.254 -0.043 0.1399
H 2.771 0.472 0.954 -0.365 -0.541 -1.374 0.1622
H 3.512 -0.766 -0.303 -1.704 1.077 0.523 0.1819
H 0.509 0.725 1.034 -1.135 -0.818 -1.660 0.1649
H -4.003 1.137 0.393 -0.101 -0.141 -0.516 -0.0151
H -3.297 1.589 1.984 0.371 0.073 0.245 -0.0119
H -2.147 1.132 0.573 0.640 -0.059 -0.275 -0.0716